[1]
Density functional theory data (wB97M-V/def2-TZVPD) for an isolated ion of composition C8H12N3O3S and charge +1 at a distorted geometry.

The geometry in ORCA input format:
```
! RIJCOSX wB97M-V def2-TZVPD def2/J DEFGRID3
* xyz 1 1
H -0.345 3.756 2.086
H -1.911 2.709 0.156
C 1.776 -2.498 0.372
C 1.489 -1.319 1.042
N 1.895 -0.929 2.227
N -1.361 -0.683 -3.174
H -2.406 1.551 1.373
H -0.369 -2.009 -2.175
C 0.574 -0.360 0.423
C -0.084 1.937 0.942
H 1.584 0.046 2.582
C -1.556 2.234 1.024
S -1.177 0.360 -1.867
N 0.279 -1.835 -1.379
O -2.457 0.354 -1.233
H 2.666 -1.336 2.755
C -0.609 2.731 2.075
C -0.115 -0.703 -0.756
C 1.231 -2.683 -0.878
H 1.484 -3.564 -1.362
H -2.356 -0.822 -3.358
H 2.522 -3.251 0.816
H 0.484 2.557 0.259
O -0.386 1.484 -2.127
H -0.572 2.103 2.929
O 0.446 0.662 1.204
H -0.726 -0.493 -3.956
*
```

Output
**Highest occupied orbital energy**: -0.4627 hartree
**SMILES**: NS(=O)(=O)c1[nH]ccc(=[NH2+])c1OC1CC1
**Max |F|**: 3.8 eV Å⁻¹
**Gap between HOMO and LUMO**: 0.3349 Eh

***

[2]
Density functional theory data (wB97M-V/def2-TZVPD) for one molecule with the formula C8H12N4 at a distorted geometry.

The geometry in ORCA input format:
```
! RIJCOSX wB97M-V def2-TZVPD def2/J DEFGRID3
* xyz 0 1
C -1.267 0.264 0.396
H 3.198 -0.764 -0.831
H -1.156 -0.555 -2.656
C -2.097 1.599 -1.501
C -1.330 0.508 -0.925
N -1.958 2.187 1.906
H 0.164 -2.823 2.079
H 1.525 -3.039 0.821
H 1.155 1.562 -0.511
N -0.715 -0.832 1.031
N -0.727 -0.341 -1.813
C 0.483 -1.263 0.954
H -1.407 2.264 -1.952
H 2.522 1.372 0.742
H 1.773 -2.004 2.480
H 0.768 1.411 1.169
H -0.361 -1.151 -1.399
N 2.350 -1.166 -0.487
C 1.539 -0.447 0.206
H -2.564 1.196 -2.474
C -1.725 1.279 1.266
C 1.017 -2.428 1.649
H -2.686 2.126 -0.636
C 1.499 1.046 0.484
*
```

Output
**Highest occupied orbital energy**: -0.2959 hartree
**SMILES**: [H]/N=C(C)/C(C)=N\C(C#N)=C(\C)N
**Max |F|**: 3.3 eV Å⁻¹
**Gap between HOMO and LUMO**: 0.3096 Eh

***

[3]
Density functional theory data (wB97M-V/def2-TZVPD) for one molecule with the formula C8H12N4O5 at a distorted geometry.

The geometry in ORCA input format:
```
! RIJCOSX wB97M-V def2-TZVPD def2/J DEFGRID3
* xyz 0 1
C -0.447 -0.982 1.882
H 2.422 -1.677 -2.016
H 1.638 -1.232 -3.449
C -1.620 1.354 1.620
H -2.655 -0.741 2.656
C 3.172 0.085 -2.882
H -2.089 -2.079 0.920
O -2.270 0.785 3.689
N -0.709 0.359 1.244
H -1.232 -3.077 1.913
N -0.548 1.915 -0.309
H -0.328 -0.723 2.938
O 0.429 0.772 -2.618
N 1.108 -0.007 -1.949
C -0.098 0.781 0.122
C -1.548 -2.077 1.798
C 0.828 -0.088 -0.639
O -2.418 -1.719 2.833
H 0.491 -1.527 1.537
H 4.009 -0.520 -3.137
H 1.364 -0.923 -0.174
C -1.481 2.357 0.659
H 3.354 0.837 -2.089
H 1.847 1.187 -3.917
C 2.062 -0.874 -2.567
O 2.711 0.809 -4.049
O -3.410 2.365 2.666
N -2.477 1.455 2.739
H -2.106 3.184 0.579
*
```

Output
**Highest occupied orbital energy**: -0.3283 hartree
**SMILES**: O=[N+]([O-])c1cnc(/C=[N+](\[O-])CCO)n1CCO
**Max |F|**: 6.0 eV Å⁻¹
**Gap between HOMO and LUMO**: 0.2851 Eh

***

[4]
Density functional theory data (wB97M-V/def2-TZVPD) for one molecule with the formula C8H12N6O at a distorted geometry.

The geometry in ORCA input format:
```
! RIJCOSX wB97M-V def2-TZVPD def2/J DEFGRID3
* xyz 0 1
N 3.776 0.368 0.501
H 2.320 -3.806 1.716
H -2.201 2.521 0.662
C -3.004 0.529 -1.294
H -3.907 2.343 -1.225
H -1.856 3.599 -0.695
H 0.799 -3.360 2.547
H -0.130 2.191 -1.581
H -2.088 -1.079 -0.289
C 1.300 -3.384 1.584
H -1.363 -0.724 -1.869
H 0.715 -3.992 0.872
H 3.728 1.062 -0.212
N 0.279 -1.426 0.617
H 4.583 -0.246 0.590
N 1.650 0.378 0.024
C -0.529 1.931 -0.563
O -4.024 0.066 -1.726
N -0.568 0.443 -0.352
C 1.404 -1.995 1.089
N 2.574 -1.447 1.109
C 2.609 -0.254 0.588
C 0.477 -0.222 0.175
C -1.942 2.549 -0.387
H 0.129 2.337 0.205
N -2.993 1.902 -1.135
C -1.739 -0.284 -0.953
*
```

Output
**Highest occupied orbital energy**: -0.3292 hartree
**SMILES**: Cc1nc(N)nc(N2CCNC(=O)C2)n1
**Max |F|**: 3.3 eV Å⁻¹
**Gap between HOMO and LUMO**: 0.3550 Eh

***

[5]
Density functional theory data (wB97M-V/def2-TZVPD) for a 2-piece molecular cluster, C8H12NO overall at a distorted geometry.

The geometry in ORCA input format:
```
! RIJCOSX wB97M-V def2-TZVPD def2/J DEFGRID3
* xyz 1 1
H 3.791 -0.682 -0.721
C -0.720 0.467 -0.467
C 1.701 -0.104 -0.709
C 0.227 -1.587 0.547
C 1.319 -2.387 0.874
H 3.457 -2.660 0.746
C 2.782 -0.914 -0.377
N -0.665 2.331 0.778
C 0.405 -0.389 -0.207
H -0.790 -1.854 0.840
C 2.609 -2.043 0.435
C -3.001 0.747 -0.854
H 1.820 0.750 -1.373
O -1.917 -0.023 -0.276
H -0.690 1.391 -1.042
H -2.888 1.802 -0.567
H -0.788 1.653 1.529
H -2.964 0.675 -1.952
H 1.150 -3.278 1.491
H -3.927 0.324 -0.465
H -1.227 3.158 1.005
H 0.315 2.623 0.766
*
```

Output
**Highest occupied orbital energy**: -0.4976 hartree
**Max |F|**: 2.2 eV Å⁻¹
**Gap between HOMO and LUMO**: 0.3192 Eh

***

[6]
Density functional theory data (wB97M-V/def2-TZVPD) for an isolated ion of composition C8H12NO5S and charge -1 at a distorted geometry.

The geometry in ORCA input format:
```
! RIJCOSX wB97M-V def2-TZVPD def2/J DEFGRID3
* xyz -1 1
O 1.123 0.311 -2.278
C 0.129 1.309 0.475
H 1.043 -1.237 3.125
H 0.515 2.575 -1.229
C 1.156 0.159 0.446
C -0.237 0.674 -1.911
H -0.660 -1.689 3.445
C -1.431 -2.320 1.055
S 2.144 0.309 -1.078
C 0.010 -1.106 2.815
N 0.550 -1.164 0.407
O -2.140 1.659 -2.937
H -0.767 1.077 1.050
H 1.901 0.266 1.241
C -1.133 0.959 -3.156
O 2.840 1.567 -1.006
O -0.770 0.411 -4.211
C -0.210 -1.501 1.369
O 2.978 -0.850 -1.195
H -2.284 -1.659 1.230
H 0.614 2.141 0.994
H -1.501 -3.243 1.631
H -0.727 -0.161 -1.405
C -0.225 1.833 -0.933
H -1.420 -2.561 -0.005
H -1.202 2.301 -0.878
H -0.297 -0.063 2.941
*
```

Output
**Highest occupied orbital energy**: -0.1671 hartree
**SMILES**: CC(C)=N[C@@H]1CC[C@@H](C(=O)[O-])OS1(=O)=O
**Max |F|**: 2.0 eV Å⁻¹
**Gap between HOMO and LUMO**: 0.2647 Eh

***

[7]
Density functional theory data (wB97M-V/def2-TZVPD) for one molecule with the formula C8H12O2 at a distorted geometry.

The geometry in ORCA input format:
```
! RIJCOSX wB97M-V def2-TZVPD def2/J DEFGRID3
* xyz 0 1
C 2.182 -0.979 0.223
C 2.324 0.248 -0.634
H 0.016 -0.336 -1.063
H 2.395 -0.629 1.209
H 2.943 -1.776 0.025
H 0.538 -2.392 -0.357
C 1.423 1.414 -0.055
H -1.356 2.540 0.748
O -2.152 -1.640 -0.348
O -2.247 0.718 0.009
C -1.190 1.683 -0.026
C -0.181 -0.450 0.064
H 1.909 1.927 0.789
C -1.644 -0.560 -0.026
H 0.468 -2.063 1.310
C 0.089 0.945 0.543
H -0.904 2.022 -1.009
H 3.373 0.605 -0.634
H 2.142 0.083 -1.658
H 0.189 0.941 1.721
C 0.722 -1.601 0.315
H 1.128 2.260 -0.789
*
```

Output
**Highest occupied orbital energy**: -0.3673 hartree
**SMILES**: O=C1OC[C@@H]2CCCC[C@@H]12
**Max |F|**: 4.1 eV Å⁻¹
**Gap between HOMO and LUMO**: 0.3988 Eh

***

[8]
Density functional theory data (wB97M-V/def2-TZVPD) for one molecule with the formula C8H12O2 at a distorted geometry.

The geometry in ORCA input format:
```
! RIJCOSX wB97M-V def2-TZVPD def2/J DEFGRID3
* xyz 0 1
H 2.707 0.567 1.570
O 1.471 -1.367 -0.819
C 0.789 1.931 -0.848
H -1.174 -2.197 -0.728
C -1.327 -0.176 -0.148
H -2.422 1.193 -1.386
H 0.393 -1.487 -1.161
H 3.128 -1.128 1.250
C 2.775 -0.202 0.803
C 0.826 0.838 -0.340
H -1.781 1.907 0.107
H 3.455 0.112 0.016
H -1.410 -1.142 1.777
H -1.795 -1.071 -2.010
H -3.170 0.818 0.164
H -0.803 0.536 1.806
O 0.521 -0.949 1.251
C 1.397 -0.470 0.201
C -1.239 -1.175 -1.087
H 0.661 2.859 -1.338
C -2.217 1.014 -0.333
C -0.785 -0.411 1.251
*
```

Output
**Highest occupied orbital energy**: -0.3325 hartree
**SMILES**: C#C[C@](C)(O)OCC(=C)C
**Max |F|**: 3.8 eV Å⁻¹
**Gap between HOMO and LUMO**: 0.3442 Eh

***

[9]
Density functional theory data (wB97M-V/def2-TZVPD) for C8H12O5Rb as an isolated structure at a distorted geometry.

The geometry in ORCA input format:
```
! RIJCOSX wB97M-V def2-TZVPD def2/J DEFGRID3
* xyz 2 2
C -9.652 2.541 0.699
C -5.123 -1.771 2.960
H -10.128 3.287 0.044
H -9.279 3.089 1.576
O -11.522 1.086 0.067
H -5.211 -1.305 3.944
C -5.150 1.048 0.128
H -6.141 -2.369 1.182
H -3.945 1.181 1.765
H -4.242 -2.387 2.761
C -12.710 1.376 -0.088
H -14.398 0.896 -0.771
H -11.422 2.111 1.887
O -4.856 1.298 1.462
Rb 0.887 1.491 -0.825
C -7.249 2.156 0.288
O -13.444 0.897 -0.981
C -10.720 1.605 1.218
C -6.192 -1.835 2.134
C -8.512 1.876 -0.015
H -10.325 0.697 1.681
H -6.944 2.982 0.935
O -6.212 1.587 -0.442
H -8.728 1.190 -0.837
O -4.217 0.743 -0.596
H -7.101 -1.278 2.377
*
```

Output
**⟨S²⟩**: 0.753
**Highest occupied orbital energy (spin up / spin down)**: -0.5097 / -0.5097 hartree
**Max |F|**: 6.2 eV Å⁻¹
**Gap between HOMO and LUMO (spin up / spin down)**: 0.2832 / 0.1875 Eh

***

[10]
Density functional theory data (wB97M-V/def2-TZVPD) for C8H12O6Sr as an isolated structure at a distorted geometry.

The geometry in ORCA input format:
```
! RIJCOSX wB97M-V def2-TZVPD def2/J DEFGRID3
* xyz 0 1
C -1.427 -1.817 -1.270
H 5.240 1.878 2.335
C 3.611 1.341 1.557
C 0.180 0.079 1.786
C -1.799 0.515 -1.726
C -0.690 -1.602 0.936
Sr -3.358 -4.803 -3.154
H -2.009 0.838 -0.700
O -1.657 -3.002 -1.361
C 0.542 -1.659 1.644
C 1.350 0.837 1.164
H -2.430 2.346 -2.594
H -2.351 0.998 -3.758
O 2.542 0.664 1.937
H -0.910 0.211 1.890
O -0.539 -1.322 -0.372
H 1.104 1.907 1.128
H -3.695 1.088 -2.588
H 0.135 0.677 2.721
C -2.624 1.274 -2.732
H 0.460 -2.039 2.666
O 4.535 1.239 2.504
O 3.688 2.054 0.584
H 1.567 0.558 0.125
O -2.142 -0.896 -1.838
H -0.725 0.614 -1.920
H 1.400 -1.979 1.037
*
```

Output
**Highest occupied orbital energy**: -0.1680 hartree
**Max |F|**: 2.7 eV Å⁻¹
**Gap between HOMO and LUMO**: 0.1768 Eh

***

[11]
Density functional theory data (wB97M-V/def2-TZVPD) for a 2-piece molecular cluster, C8H13BO overall at a distorted geometry.

The geometry in ORCA input format:
```
! RIJCOSX wB97M-V def2-TZVPD def2/J DEFGRID3
* xyz 0 1
C 1.398 -2.239 0.804
H -4.307 -1.094 -0.501
H 1.834 -3.233 0.724
H 2.475 1.503 0.612
H 1.554 -1.851 -1.294
C 1.851 -1.350 -0.370
O -1.916 0.911 0.441
H 0.316 -2.324 0.810
C -3.379 -0.607 -0.274
B 1.210 0.063 -0.330
C -1.228 -0.126 -0.052
H -1.798 -2.021 -0.979
H 2.946 -1.310 -0.373
C -3.226 0.613 0.309
H 0.173 2.767 -0.944
H 1.299 3.582 0.145
H -3.934 1.332 0.669
H 0.118 2.429 0.778
C -2.067 -1.090 -0.521
H 2.407 1.708 -1.115
C 1.782 1.497 -0.240
C 0.783 2.644 -0.053
H 1.711 -1.804 1.752
*
```

Output
**Highest occupied orbital energy**: -0.2916 hartree
**Max |F|**: 4.4 eV Å⁻¹
**Gap between HOMO and LUMO**: 0.3069 Eh

***

[12]
Density functional theory data (wB97M-V/def2-TZVPD) for a 2-piece molecular cluster, C8H13BrF3N4O5P overall at a distorted geometry.

The geometry in ORCA input format:
```
! RIJCOSX wB97M-V def2-TZVPD def2/J DEFGRID3
* xyz -2 1
H 1.878 1.984 1.355
P 6.728 -0.006 -2.788
C 1.530 0.601 0.019
H -4.343 1.203 2.558
C -3.696 0.438 0.739
O 8.235 -0.124 -3.071
C -3.400 0.815 2.170
N -0.921 0.794 -0.403
H 1.105 0.063 0.866
O 2.134 1.817 0.447
H -4.026 -2.200 0.357
C 0.395 0.899 -0.977
Br -3.809 2.523 -0.496
H 0.479 0.257 -1.852
H -1.353 1.620 -0.018
C 2.637 -0.241 -0.599
H -4.699 0.018 0.660
H 0.537 1.922 -1.318
O 5.968 -0.859 -3.791
C -1.602 -0.382 -0.379
N -2.837 -0.494 0.184
O 6.300 1.453 -2.746
H -3.145 -0.083 4.122
H -1.922 -0.601 2.958
N -1.151 -1.552 -0.866
C -2.976 -0.347 3.072
H -2.095 -3.460 -0.954
N -3.138 -1.862 0.035
F 3.079 0.278 -1.751
C -2.100 -2.432 -0.641
H -2.673 1.636 2.220
F 3.682 -0.363 0.233
O 6.601 -0.592 -1.371
H -3.581 -1.234 2.882
F 2.180 -1.488 -0.855
*
```

Output
**Highest occupied orbital energy**: 0.0225 hartree
**Max |F|**: 3.4 eV Å⁻¹
**Gap between HOMO and LUMO**: 0.0502 Eh